Record 1
13
Properties=species:S:1:pos:R:3 method="wB97M-V/def2-TZVPD" e_lumo_ev=0.87 de_lowest_kcal_mol=54.0 homo_energy_ev=-9.9338 multiplicity=1
O 0.80 1.17 -0.77
O 0.46 -0.79 0.29
N 2.52 0.25 0.39
C -1.89 0.16 0.21
C -1.14 -0.72 -0.69
C 1.21 0.26 -0.06
H 3.03 1.11 0.26
H 2.80 -0.35 1.15
H -2.76 -0.22 0.74
H -1.91 1.21 -0.07
H -0.70 -0.30 -1.58
H -1.42 -1.78 -0.69
H -0.98 0.00 0.82



Record 2
62
Properties=species:S:1:pos:R:3 method="wB97M-V/def2-TZVPD" smiles="C[C@H]1COC(=O)O1.C[C@H]1COC(=O)O1.CO.CO.CO.CO.CO.CO" e_lumo_ev=0.04 de_lowest_kcal_mol=0.0 homo_energy_ev=-9.4712 multiplicity=1
O 37.06 -20.39 -11.72
O 37.68 -20.71 -4.56
O 30.44 -24.02 -7.07
O 33.23 -19.74 -3.60
O 31.95 -21.70 -8.10
O 32.02 -15.03 -11.68
O 36.45 -24.40 -8.14
O 38.22 -18.46 -11.88
O 36.09 -18.54 -12.49
O 33.08 -19.76 -7.93
O 32.74 -20.66 -9.90
O 28.56 -19.74 -5.75
C 35.11 -18.65 -8.51
C 37.12 -19.24 -11.98
C 33.38 -19.43 -10.22
C 31.69 -15.54 -10.39
C 32.52 -20.79 -8.59
C 37.12 -20.93 -5.85
C 31.54 -24.91 -6.92
C 35.49 -23.37 -8.26
C 33.63 -18.80 -8.84
C 29.15 -19.40 -7.01
C 35.40 -16.26 -12.05
C 36.46 -17.16 -12.66
C 37.83 -17.09 -11.97
C 33.95 -19.19 -4.69
H 37.16 -20.00 -6.43
H 29.22 -18.30 -7.08
H 33.84 -18.10 -4.76
H 35.58 -18.01 -9.25
H 31.25 -25.96 -6.99
H 35.31 -23.03 -9.28
H 30.16 -19.81 -7.00
H 35.17 -16.53 -11.01
H 34.43 -16.39 -12.52
H 35.56 -19.65 -8.46
H 35.26 -18.16 -7.54
H 38.52 -16.52 -12.58
H 28.58 -19.80 -7.85
H 36.10 -21.30 -5.80
H 32.26 -24.72 -7.72
H 32.57 -15.91 -9.85
H 30.84 -23.16 -7.27
H 37.57 -21.54 -4.08
H 35.01 -19.43 -4.60
H 34.30 -19.57 -10.78
H 37.77 -16.64 -10.98
H 27.62 -19.58 -5.83
H 32.30 -19.58 -3.79
H 32.68 -14.35 -11.51
H 31.19 -14.75 -9.81
H 35.72 -15.22 -12.13
H 36.54 -17.03 -13.74
H 35.80 -22.48 -7.69
H 33.61 -19.55 -5.66
H 31.06 -16.42 -10.49
H 33.03 -17.91 -8.63
H 37.32 -24.04 -8.29
H 34.55 -23.67 -7.81
H 32.64 -18.81 -10.73
H 31.98 -24.81 -5.92
H 37.77 -21.59 -6.44



Record 3
19
Properties=species:S:1:pos:R:3 method="wB97M-V/def2-TZVPD" e_lumo_ev=-9.15 de_lowest_kcal_mol=315.0 homo_energy_ev=-12.9251 total_charge=+1 multiplicity=1
O 2.09 -1.39 0.95
N -1.59 1.25 0.04
N -2.32 -1.08 -0.57
C -0.46 0.53 -0.42
C -2.71 0.09 0.27
C -0.88 -1.03 -0.59
C 0.84 0.89 0.26
C 2.18 0.68 -0.32
H 2.39 1.66 -0.79
H 0.68 1.90 0.66
H -1.25 1.04 -1.24
H 2.13 -0.22 -1.08
H -3.73 0.55 -0.03
H -0.39 -1.68 0.21
H 0.83 0.19 1.15
H 2.52 -2.11 1.36
H 2.93 0.34 0.40
H -0.49 -1.42 -1.53
H -2.79 -0.20 1.27



Record 4
66
Properties=species:S:1:pos:R:3 method="wB97M-V/def2-TZVPD" s2=3.781 e_lumo_ev="3.88 / 3.88" homo_energy_ev="-0.8176 / -1.0482" total_charge=-2 multiplicity=4
V -0.57 0.55 -0.46
Cl -5.67 0.49 -0.03
Cl -4.72 4.15 3.83
O -0.50 -1.08 -1.27
O 4.80 3.20 -4.92
O 0.36 4.66 -5.07
O 2.27 0.30 0.11
O -1.07 4.20 -3.53
O -0.53 2.13 -1.87
O 5.47 1.82 -3.41
O -2.67 0.52 -0.35
N 0.01 4.07 -4.05
N -0.38 -1.28 0.20
N 4.60 2.50 -3.94
N -0.94 1.98 1.03
N 1.35 0.86 -0.59
C 1.76 1.60 -1.72
C 2.28 3.21 -3.93
C 0.60 -4.82 0.22
C -0.15 -2.82 2.01
C 0.59 -0.67 3.10
C -2.26 2.14 1.32
C -0.46 -1.78 3.06
C 0.54 -3.51 -0.23
C -1.70 3.74 3.02
C -4.96 2.32 1.85
C 3.25 2.45 -3.36
C 0.99 3.18 -3.41
C 2.60 -3.68 -1.69
C -1.89 -1.23 2.92
C -0.03 2.66 1.69
C -4.51 1.45 0.84
C -2.70 3.01 2.33
C 0.27 -5.18 1.52
C -3.16 1.31 0.53
C 0.63 2.32 -2.33
C 3.01 1.64 -2.23
C 1.15 -3.17 -1.59
C 0.31 -3.69 -2.75
C -0.05 -4.15 2.40
C -0.39 3.57 2.70
C -4.09 3.08 2.58
C 0.00 -2.48 0.62
H 0.22 -4.78 -2.71
H 2.65 -4.77 -1.68
H -2.00 4.43 3.80
H 0.76 -3.43 -3.72
H -0.41 -2.29 4.02
H 0.67 -0.16 2.15
H 0.96 -5.58 -0.47
H -2.62 -2.02 3.09
H -0.69 -3.26 -2.71
H 2.50 3.84 -4.78
H 3.06 -3.33 -2.62
H 0.31 -6.21 1.85
H 3.20 -3.30 -0.86
H -6.02 2.38 2.05
H -2.09 -0.43 3.65
H 1.19 -2.09 -1.67
H 1.58 -1.09 3.31
H -0.23 -4.37 3.45
H 3.80 1.07 -1.75
H 0.36 0.07 3.88
H 1.00 2.47 1.42
H 0.39 4.12 3.22
H -2.06 -0.83 1.92



Record 5
25
Properties=species:S:1:pos:R:3 method="wB97M-V/def2-TZVPD" e_lumo_ev="0.47 / 0.04" de_lowest_kcal_mol=36.7 homo_energy_ev="-7.4117 / -7.5400" multiplicity=1
F -1.62 -1.94 -0.01
O -1.38 -0.87 2.19
O 0.89 0.75 -0.19
C 0.37 0.46 1.15
C 0.75 1.65 2.04
C 1.28 -1.46 -1.39
C 0.56 -0.25 -1.12
C 2.44 -1.79 -0.80
C -1.10 0.07 1.18
C -0.92 -0.09 -1.50
C -1.36 -0.61 -0.17
C -1.46 1.25 -1.77
H 1.04 -0.42 1.62
H -2.47 1.05 -2.20
H 3.17 -2.66 -1.01
H 0.77 -2.10 -2.03
H 1.68 2.14 1.67
H -0.05 2.36 1.96
H -1.30 1.99 -0.99
H -1.81 0.95 1.40
H -0.95 1.83 -2.56
H 2.87 -1.09 0.00
H 1.02 1.17 3.07
H -1.33 -0.73 -2.31
H -1.07 -1.66 1.77



no.,F_max (eV Å⁻¹),electronic energy (eV),molecular weight (g mol⁻¹)
1,2.36,-8808.1862,89.1
2,1.48,-39669.1961,396.4
3,5.91,-10371.9451,115.2
4,1.51,-102932.2929,667.4
5,4.12,-16351.3178,172.2